Molecular formula: C32H66O26S9
Method: DFT, ωB97M-V/def2-TZVPD

```
133
Properties=species:S:1:pos:R:3:forces:R:3
C -5.746387 -2.715594 3.675460 1.4 0.3 -2.0
C -6.494318 -3.396406 2.532633 -0.8 -0.5 0.9
C -5.573783 -3.732484 1.405038 1.3 -0.7 -1.1
S -4.375626 -2.369770 1.295034 -2.0 1.1 0.7
O -4.815811 -1.393280 0.311414 0.8 -0.8 0.1
O -3.031184 -2.908876 1.317631 -0.3 0.1 -0.3
C -4.836871 -1.675429 2.926936 0.3 -0.3 1.4
H -5.027859 -3.407096 4.115722 -0.5 -0.2 0.5
H -6.484085 -2.318777 4.363656 0.4 0.3 0.3
H -7.274456 -2.701152 2.216426 0.0 -0.2 -0.3
H -6.971789 -4.283004 2.958545 -0.2 -0.1 -0.4
H -6.033838 -3.975642 0.446243 -0.2 0.8 -0.1
H -4.902339 -4.592156 1.508471 -0.2 -0.1 0.9
H -5.295290 -0.691587 2.862310 0.0 0.0 -0.6
H -3.901973 -1.568390 3.472283 0.1 0.2 -0.1
C 4.062308 -2.958600 -3.281998 1.2 0.1 -0.5
C 5.005705 -3.636318 -2.261412 0.4 -0.4 -0.8
C 4.939050 -2.850822 -0.987676 -1.3 0.4 0.4
S 4.951943 -1.130693 -1.519563 1.5 -0.9 0.2
O 6.354208 -0.812324 -1.655576 0.0 0.5 -0.1
O 4.108959 -0.286731 -0.717991 -0.3 0.1 0.0
C 4.294146 -1.426067 -3.147188 -1.8 -0.2 0.3
H 3.009727 -3.223229 -3.198401 0.0 0.1 0.5
H 4.348669 -3.301317 -4.277174 0.0 0.1 -0.1
H 6.015950 -3.605031 -2.680704 0.0 0.2 0.1
H 4.814198 -4.702430 -2.133327 -0.3 0.1 0.2
H 5.733964 -2.996891 -0.262826 0.0 0.0 0.0
H 3.945059 -2.989788 -0.548349 0.2 -0.1 0.4
H 4.918176 -0.901722 -3.863415 0.1 -0.3 -0.1
H 3.299781 -0.976147 -3.107382 0.2 0.4 -0.3
C -0.605947 5.993221 3.643370 -0.7 -0.1 -1.2
C 0.737800 6.679060 3.833619 1.2 -0.8 0.8
C 1.697346 5.668329 3.236318 -0.1 -1.5 -1.3
S 0.942663 5.374321 1.591635 -0.2 1.1 0.1
O 1.133384 4.030271 1.097637 0.1 0.2 0.1
O 1.371857 6.528018 0.807648 -0.1 -0.8 -0.1
C -0.773926 5.725341 2.112813 0.6 0.6 1.0
H -1.469851 6.564419 3.978497 0.1 0.0 0.2
H -0.641998 4.981848 4.051970 0.2 0.3 0.7
H 1.063528 6.774777 4.872169 -0.5 0.3 0.1
H 0.883380 7.631025 3.325429 -0.4 0.1 0.0
H 1.659256 4.693843 3.732823 -0.2 0.1 0.3
H 2.758871 5.841983 3.070691 -0.1 0.7 0.0
H -1.496671 4.936078 1.935520 0.2 -0.1 -0.4
H -1.028661 6.672834 1.644404 -0.1 -0.3 -0.5
C -0.618559 -0.871160 -1.722378 1.1 -0.3 0.7
C 0.113254 0.472108 -1.915594 -0.8 0.7 -0.4
C 0.722355 0.899590 -0.595801 0.7 -0.6 1.1
S -0.556099 0.493022 0.621585 -0.1 0.3 -1.6
O -1.466409 1.629632 0.568855 0.4 -0.8 0.9
O 0.044709 -0.040211 1.835218 -0.5 0.6 0.0
C -1.276670 -0.874004 -0.328731 0.1 -0.6 0.1
H 0.119669 -1.676070 -1.657654 0.2 0.1 -0.3
H -1.281502 -1.160152 -2.533447 -0.2 0.4 0.0
H -0.642850 1.210833 -2.196933 0.0 0.1 0.0
H 0.827712 0.474856 -2.738079 0.2 -0.2 0.1
H 0.998231 1.931866 -0.374224 -0.5 0.3 -0.5
H 1.643487 0.369759 -0.333807 -0.2 -0.5 -0.1
H -2.363421 -0.886388 -0.349692 0.0 0.6 0.1
H -0.967228 -1.766327 0.213706 -0.1 0.0 0.1
C 3.199093 0.060733 2.666492 -0.5 -0.2 2.2
C 4.532035 0.717332 3.025615 0.1 -0.2 -0.9
C 5.518731 -0.430384 3.321903 0.6 -0.1 -0.7
S 4.506517 -1.715373 4.129713 -1.4 0.0 -0.6
O 4.836139 -1.638991 5.530153 0.3 -0.7 0.3
O 4.409520 -2.974019 3.387851 0.8 1.2 0.7
C 2.933920 -0.825072 3.923772 0.4 0.4 -0.4
H 3.236099 -0.567485 1.780916 0.0 0.2 -0.2
H 2.415299 0.814582 2.629066 -0.1 -0.1 -0.5
H 4.427726 1.346952 3.909366 -0.1 -0.1 0.1
H 4.767701 1.390485 2.199406 0.7 -0.2 0.0
H 6.376122 -0.173384 3.942646 -0.4 0.1 0.6
H 6.027701 -0.860755 2.455879 -0.7 0.0 -0.4
H 2.912400 -0.229214 4.838065 -0.1 0.3 -0.1
H 2.023565 -1.419174 3.919370 0.4 -0.5 -0.3
C 0.742234 6.184934 -4.126260 1.8 -0.4 0.4
C 1.301910 4.810814 -3.608549 -2.0 0.1 0.1
C 0.696740 4.520036 -2.227941 0.0 0.0 -0.9
S -1.010484 5.095484 -2.370233 1.0 1.1 0.3
O -1.535623 5.499122 -1.070627 0.1 -0.5 -1.2
O -1.730928 4.203505 -3.256064 -0.1 0.0 0.3
C -0.510617 6.572674 -3.376354 -0.4 -0.5 1.0
H 0.676768 6.096149 -5.207579 -0.4 0.3 0.0
H 1.537135 6.895713 -3.890188 -0.3 0.4 -0.3
H 2.379833 4.739554 -3.515951 0.0 0.0 -0.6
H 0.823146 4.105185 -4.289152 0.8 -0.5 0.0
H 1.236433 5.091623 -1.475747 -0.4 -0.3 0.4
H 0.686029 3.439127 -2.106439 0.0 0.1 0.6
H -0.269536 7.300489 -2.602516 -0.2 0.2 -0.1
H -1.361000 6.906506 -3.963679 0.0 -0.1 0.0
C -1.378744 0.353674 4.647633 0.9 -1.4 -1.1
C -0.756528 1.750110 4.803851 -0.9 0.3 1.7
O -1.691344 2.592048 4.132595 -0.8 1.0 0.4
S -3.139321 1.865935 4.090561 -0.6 0.8 -0.7
O -3.886938 2.424497 3.000259 0.9 -0.8 1.1
O -3.772942 1.782339 5.399782 1.4 -0.1 -1.7
O -2.435820 0.490010 3.667594 -0.7 0.3 0.5
H -1.870268 -0.106882 5.502693 0.5 0.4 0.5
H -0.636109 -0.316038 4.212496 -0.3 -0.2 0.0
H 0.254252 1.984027 4.478948 -0.2 -0.5 -0.8
H -0.747255 1.994054 5.874828 -0.2 0.1 -0.1
C 1.099945 -6.135393 -0.930275 0.2 -0.7 -0.3
C -0.174056 -6.827843 -0.504812 -1.0 -0.8 -2.6
O -0.634996 -6.221577 0.682286 0.2 0.8 0.4
S 0.580472 -5.436519 1.403628 1.7 -0.6 0.5
O 0.847494 -6.085024 2.664203 -0.5 1.1 -1.5
O 0.507993 -3.999539 1.292174 -0.5 -1.7 0.0
O 1.713761 -5.978942 0.330338 0.1 1.1 1.4
H 1.043793 -5.206563 -1.506194 -0.6 0.2 0.5
H 1.719662 -6.797198 -1.539519 0.0 -0.1 0.3
H -0.051601 -7.912563 -0.441857 0.5 0.1 1.0
H -0.924437 -6.799925 -1.301733 -0.3 0.8 0.4
C -1.053679 1.887523 -7.129849 -0.4 0.0 -0.2
C -1.576808 2.130702 -5.696130 -0.3 -0.5 -0.4
O -0.521205 1.802268 -4.781739 1.9 -0.4 -0.9
S 0.776383 1.219386 -5.622007 -1.8 0.7 0.0
O 0.616737 -0.182185 -5.810923 0.0 0.0 0.0
O 1.984087 1.717941 -5.069346 -0.3 0.3 -0.3
O 0.364611 1.987508 -7.003724 0.9 -0.6 0.7
H -1.384777 2.596730 -7.886945 0.2 0.5 0.4
H -1.386925 0.942676 -7.566137 0.5 -0.4 0.5
H -2.360639 1.409488 -5.475147 -0.4 0.5 0.0
H -1.845762 3.170591 -5.536671 -0.2 -0.1 0.2
C -3.311358 -4.339887 -2.258404 -1.5 -2.2 0.9
C -3.695300 -5.811602 -2.030213 0.6 -1.1 0.0
O -4.863412 -6.143134 -2.751345 -0.4 0.7 -0.3
O -2.152236 -4.145457 -1.510654 1.3 0.7 -0.4
H -4.214710 -3.812154 -1.935994 0.4 0.8 -0.1
H -3.167634 -4.270915 -3.335465 0.4 0.7 0.1
H -3.711533 -6.052835 -0.959300 -0.6 0.4 0.1
H -2.877820 -6.463692 -2.367728 0.1 0.2 -0.3
H -5.376352 -6.878667 -2.416984 0.3 -0.1 0.4
H -2.257240 -3.909087 -0.580093 -0.6 0.1 -0.1
```
Positions in Å, forces in eV/Å.

Frontier orbital gap: 9.9 eV
Calculated total energy: -6798.59601 Ha
2S+1: 1
HOMO: -0.355 Ha


Molecular formula: C32H67BrF2NO12P3
Method: DFT, ωB97M-V/def2-TZVPD

```
118
Properties=species:S:1:pos:R:3:forces:R:3
C 5.177934 0.671751 4.165024 0.2 -0.4 -0.1
C 5.401449 -0.850662 4.012277 0.2 0.7 -0.5
C 4.764401 -1.381532 2.733001 -0.2 -0.4 0.4
C 4.941628 -2.890883 2.596966 -0.1 0.0 -0.3
C 4.350803 -3.510571 1.315860 0.0 0.6 0.4
C 2.948740 -2.977093 0.969293 0.2 -0.5 -0.2
C 2.962286 -1.819841 -0.031626 0.0 -0.2 0.4
C 3.239804 -2.283331 -1.459599 0.2 0.3 0.3
C 3.132533 -1.198105 -2.556104 -0.5 -0.1 0.4
C 2.278444 0.030464 -2.209218 0.2 0.1 -0.3
C 3.095210 1.132598 -1.533183 -0.2 0.2 0.2
C 2.247674 2.314331 -1.064587 -0.6 -0.4 -0.5
C 1.283855 1.994081 0.078081 0.2 -0.3 -0.1
C 1.956717 1.669835 1.418259 -0.3 0.9 0.1
C 1.056833 2.041869 2.624141 0.1 -0.3 -0.3
C 0.338005 0.840313 3.269801 0.6 0.1 0.0
C 0.363071 0.877640 4.804237 0.1 0.1 -0.5
C 0.405216 -0.422211 5.568500 -0.1 0.3 -0.6
O -0.019128 -0.520688 6.653658 -0.4 -0.2 1.3
Br 1.239256 -1.975584 4.765481 0.3 -0.1 -0.3
O -0.907724 0.586080 2.644040 0.2 0.0 0.3
C -2.090898 1.238927 3.042415 -1.1 0.0 -0.4
C -1.990432 2.733449 3.399271 -0.3 0.3 0.2
O -2.084325 3.563816 2.255577 0.4 -0.1 0.1
C -1.448986 4.823806 2.387998 -0.3 0.1 -0.4
C -2.865014 0.541698 4.204165 0.7 0.2 -0.5
C -2.658849 -0.929295 4.441157 -0.1 0.6 -0.3
O -2.911004 -1.439848 5.465372 -0.3 -0.7 1.3
F -2.202571 -1.662206 3.439297 0.2 -0.1 -0.6
C -3.018273 1.188701 1.796932 1.0 -0.4 0.0
N -3.506721 -0.151165 1.489477 -0.4 0.2 -0.6
F -2.421617 -0.820198 0.819418 0.0 -0.1 0.3
P -4.838728 -0.081494 0.339338 -0.4 0.4 0.3
C -5.307473 -1.843461 0.281569 0.4 0.0 -0.1
C -3.972551 0.100284 -1.268862 0.4 -0.5 0.3
H 6.120002 1.162535 4.403103 -0.1 0.2 0.1
H 4.829090 1.084582 3.217771 -0.1 0.1 0.0
H 4.454709 0.895496 4.947402 -0.1 0.1 0.0
H 6.476471 -1.022220 3.931550 0.0 -0.2 0.3
H 5.013915 -1.371386 4.886525 0.1 -0.2 0.0
H 5.191268 -0.881083 1.860411 0.1 0.1 0.0
H 3.700979 -1.130819 2.765573 -0.1 0.0 -0.1
H 6.014593 -3.097822 2.633844 0.0 -0.2 0.1
H 4.483246 -3.399262 3.449712 0.0 0.1 0.2
H 4.316196 -4.588592 1.470273 0.1 -0.1 -0.2
H 5.020939 -3.286095 0.483533 0.1 -0.2 -0.1
H 2.377108 -3.797772 0.526591 -0.1 0.0 0.0
H 2.426907 -2.694671 1.885008 -0.1 0.0 0.0
H 3.736455 -1.119218 0.280813 -0.1 0.2 0.0
H 1.998270 -1.314230 0.043648 0.0 0.1 -0.1
H 2.583493 -3.130777 -1.666845 -0.1 0.0 -0.1
H 4.262609 -2.664815 -1.467391 0.0 -0.2 -0.1
H 4.131272 -0.834135 -2.799167 0.0 -0.1 -0.2
H 2.682927 -1.669164 -3.429974 0.3 0.0 -0.2
H 1.390823 -0.238297 -1.637111 0.0 -0.1 0.1
H 1.910112 0.454704 -3.148146 -0.1 0.0 0.0
H 3.801979 1.495457 -2.281955 0.2 0.0 0.1
H 3.651190 0.739465 -0.680415 0.2 0.0 -0.1
H 1.613138 2.601202 -1.912369 0.1 0.2 -0.1
H 2.861284 3.189315 -0.841723 0.1 -0.1 0.2
H 0.619026 2.855520 0.181730 0.0 0.0 0.2
H 0.642304 1.156772 -0.207934 -0.1 0.0 0.0
H 2.288243 0.633244 1.468447 0.1 0.0 0.0
H 2.837304 2.314369 1.494321 0.2 -0.2 -0.1
H 1.679768 2.556914 3.355546 -0.1 0.1 0.1
H 0.317434 2.733070 2.226939 -0.1 0.2 0.3
H 0.955585 -0.019795 3.006189 -0.2 -0.2 -0.1
H -0.451598 1.434965 5.259902 0.0 0.1 0.0
H 1.281338 1.399878 5.081400 0.1 -0.1 0.1
H -1.099187 2.985843 3.975217 0.1 -0.2 0.0
H -2.848062 2.961555 4.044891 0.0 0.0 0.1
H -2.108120 5.580631 1.962041 -0.1 0.0 0.0
H -1.260704 5.093183 3.427338 0.1 -0.1 0.1
H -0.525924 4.843014 1.804514 0.2 0.0 0.2
H -3.926073 0.671903 3.990076 -0.1 -0.1 0.2
H -2.670901 1.024310 5.160515 0.0 -0.1 0.1
H -2.421382 1.559682 0.962921 -0.2 0.2 -0.1
H -3.878893 1.829355 1.968732 -0.1 0.0 -0.1
H -6.094515 -2.048681 1.001313 0.0 -0.1 0.0
H -4.427013 -2.449713 0.496617 0.0 -0.1 0.0
H -5.642813 -2.067111 -0.731137 -0.2 -0.1 0.0
H -4.657350 0.447569 -2.036604 0.0 0.1 0.0
H -3.547571 -0.865198 -1.542679 0.0 0.0 -0.2
H -3.125816 0.774570 -1.152095 -0.1 0.3 -0.1
C -5.234161 -6.219766 0.073598 -0.2 -0.1 0.3
O -5.490216 -6.761360 -1.236976 2.1 2.1 -0.7
P -6.299882 -5.849325 -2.306567 -5.1 -2.3 -0.6
O -7.659364 -5.841595 -1.702474 0.3 0.1 0.1
O -6.085231 -6.797910 -3.572495 0.5 0.0 0.1
C -6.145736 -8.220071 -3.463200 0.0 -0.1 -0.1
O -6.281535 -4.475023 -3.137962 2.6 0.1 1.0
C -7.348120 -4.292890 -4.075795 -0.3 0.2 -0.2
H -4.582498 -6.922046 0.585762 0.0 0.0 -0.1
H -4.733783 -5.254535 0.018080 0.0 0.0 0.0
H -6.171809 -6.121781 0.618594 0.0 0.0 -0.1
H -6.978568 -8.526082 -2.830574 0.0 0.0 0.1
H -5.210236 -8.616669 -3.074593 0.0 0.0 0.1
H -6.298924 -8.603104 -4.469462 0.0 0.0 0.0
H -8.305585 -4.296212 -3.560549 0.0 -0.1 0.1
H -7.324964 -5.063389 -4.843755 0.0 -0.1 0.1
H -7.179679 -3.320731 -4.533797 0.1 0.0 0.0
C 1.165028 5.963414 -2.979890 0.3 -0.1 0.2
O 1.628753 6.330293 -4.284510 -2.9 -1.5 -0.9
P 2.203636 5.126430 -5.275960 6.4 2.1 0.1
O 3.405252 4.818460 -4.437742 -0.5 -0.5 0.0
O 2.349330 6.130670 -6.521426 -0.3 0.0 0.0
C 2.669877 7.513571 -6.371759 0.0 0.1 -0.1
O 2.171375 3.828286 -6.240533 -3.0 0.0 0.6
C 3.380750 3.532210 -6.945556 0.3 -0.2 -0.2
H 0.777311 6.858871 -2.500598 0.0 0.0 -0.1
H 0.377408 5.214265 -3.046801 -0.1 0.1 0.1
H 2.000389 5.571628 -2.399704 0.0 -0.1 0.0
H 3.458825 7.652596 -5.633525 0.0 0.0 0.1
H 1.789071 8.087957 -6.095178 0.0 0.0 0.1
H 3.021063 7.855123 -7.343264 0.0 -0.1 0.0
H 4.187038 3.334900 -6.243269 0.0 0.1 0.1
H 3.648246 4.346776 -7.616062 -0.1 0.1 0.1
H 3.173321 2.637317 -7.528344 -0.1 0.0 0.0
```
Positions in Å, forces in eV/Å.

Frontier orbital gap: 8.0 eV
SMILES: CCCCCCCCCCCCCCC[C@@H](CC(=O)Br)O[C@](COC)(CC(=O)F)CN(F)P(C)C.COP(=O)(OC)OC.COP(=O)(OC)OC
Calculated total energy: -6014.85971 Ha
2S+1: 1
ΔE to the lowest compared entry with this formula, charge and spin: 0.000 eV
HOMO: -0.330 Ha